1.
A molecular structure, C33H49Cl2F3GeN7O5SSi3Sr. Source: the Open Molecules 2025 dataset; level of theory: wB97M-V/def2-TZVPD.

Summary:
Relative energy (zero: lowest compared OMol25 entry of this formula, charge and spin) in kcal per mole: 0.0
2S+1: 2
⟨S²⟩: 0.753
Maximum force in hartree/bohr: 0.00247
Charge: -2
Electronic energy in eV: -180709.4046

Geometry as XYZ:
```
105
Properties=species:S:1:pos:R:3:mulliken_charge:R:1
Sr 0.88 -1.91 0.13 1.44
C 5.30 -0.80 -0.95 -1.07
N 4.60 0.39 -0.49 0.12
C 5.33 1.62 -0.72 -1.17
C 3.22 0.39 -0.65 -0.04
N 2.55 -0.45 -1.34 0.03
N 2.61 1.41 0.09 0.31
C 1.24 1.56 0.31 -0.64
N 1.01 2.70 1.06 -0.19
N 0.36 0.74 -0.09 1.02
H 6.31 -0.79 -0.53 0.37
H 5.39 -0.86 -2.04 0.36
H 4.80 -1.70 -0.58 0.25
H 6.27 1.60 -0.16 0.37
H 4.75 2.48 -0.40 0.35
H 5.57 1.75 -1.79 0.30
H 3.16 -1.06 -1.87 -0.13
H 3.12 1.58 0.95 0.37
H 1.57 3.51 0.86 0.22
H 0.06 2.87 1.35 0.05
H -0.58 1.05 0.13 -0.76
O 4.50 -4.82 -4.53 -0.69
C 3.79 -4.40 -3.63 0.27
C 2.31 -4.14 -3.71 0.09
O 1.60 -4.34 -4.69 -0.75
C 1.91 -3.61 -2.40 0.51
C 3.04 -3.62 -1.52 0.19
O 2.98 -3.26 -0.30 -0.69
C 4.24 -4.03 -2.25 0.38
O 5.40 -4.05 -1.84 -0.77
O 0.77 -3.19 -2.06 -0.17
C -2.25 -3.16 -3.30 -0.66
Si -1.83 -1.54 -4.12 0.31
C -3.03 -1.27 -5.56 -1.08
C -0.08 -1.49 -4.77 -0.48
Ge -2.08 0.28 -2.61 0.28
Si -4.20 0.75 -1.66 0.20
C -5.31 -0.76 -1.70 -1.00
C -5.05 2.12 -2.64 -1.13
C -4.03 1.35 0.12 -0.50
Si -0.96 2.26 -3.25 0.42
C 0.89 2.00 -3.47 -0.43
C -1.23 3.62 -1.97 -0.74
C -1.64 2.92 -4.89 -1.13
H -2.22 -3.97 -4.04 0.38
H -3.24 -3.14 -2.83 0.30
H -1.50 -3.39 -2.53 -0.05
H -2.91 -2.06 -6.30 0.37
H -2.84 -0.31 -6.05 0.24
H -4.06 -1.28 -5.21 0.25
H 0.18 -2.42 -5.28 0.38
H 0.62 -1.39 -3.93 -0.25
H 0.06 -0.64 -5.45 0.33
H -5.44 -1.13 -2.72 0.23
H -6.30 -0.53 -1.29 0.37
H -4.87 -1.56 -1.10 0.26
H -5.20 1.82 -3.68 0.25
H -4.46 3.04 -2.64 0.25
H -6.03 2.36 -2.21 0.36
H -3.60 0.54 0.71 -0.21
H -5.01 1.61 0.53 0.48
H -3.38 2.22 0.18 0.20
H 1.31 1.50 -2.59 -0.44
H 1.40 2.95 -3.63 0.38
H 1.09 1.35 -4.33 0.34
H -0.79 3.34 -1.01 0.01
H -2.29 3.81 -1.81 0.23
H -0.76 4.55 -2.30 0.38
H -1.50 2.19 -5.69 0.26
H -1.13 3.85 -5.18 0.32
H -2.71 3.13 -4.81 0.26
Cl -1.29 0.83 2.88 0.09
C -2.61 1.87 3.37 -0.62
Cl -2.37 3.56 2.82 -0.22
H -2.67 1.89 4.45 0.41
H -3.53 1.51 2.91 0.32
F 1.87 2.90 9.09 -0.27
C 0.93 3.13 8.14 0.92
F -0.26 2.84 8.72 -0.28
F 0.94 4.47 7.94 -0.28
C 1.16 2.35 6.89 0.52
C 0.60 1.09 6.73 -0.80
C 0.87 0.35 5.59 -0.15
C 1.70 0.85 4.58 0.54
C 2.25 2.13 4.76 -0.44
C 1.99 2.87 5.90 -0.87
C 1.93 0.09 3.40 -0.41
C 2.00 -0.59 2.38 -0.96
H -0.05 0.69 7.50 0.38
H 0.41 -0.62 5.46 0.41
H 2.88 2.53 3.98 0.42
H 2.42 3.85 6.01 0.37
C 1.06 -3.59 3.77 -1.28
C -0.34 -3.13 3.51 0.92
C -1.29 -3.05 4.51 -0.68
C -2.55 -2.62 4.13 -0.31
N -2.88 -2.29 2.89 -0.47
C -1.90 -2.39 1.95 -0.58
S -2.22 -1.96 0.32 -0.24
N -0.64 -2.80 2.26 0.03
H 1.18 -3.94 4.79 0.34
H 1.75 -2.75 3.59 0.19
H 1.33 -4.39 3.08 0.34
H -1.07 -3.31 5.54 0.41
H -3.35 -2.53 4.86 0.38
```

---

2.
A molecular structure, C33H49CsF4N8P2S. Source: the Open Molecules 2025 dataset; level of theory: wB97M-V/def2-TZVPD.

Summary:
Maximum force in hartree/bohr: 0.04014
Electronic energy in eV: -87766.2199

Geometry as XYZ:
```
98
Properties=species:S:1:pos:R:3:mulliken_charge:R:1
Cs 0.16 -0.79 -0.17 1.74
C 1.80 -3.93 -1.35 -0.78
C 2.02 -3.90 0.16 -0.74
N 0.81 -3.51 0.87 0.69
C -0.17 -4.59 0.91 -1.03
C -1.52 -4.14 0.35 -0.80
C 1.13 -2.98 2.19 -1.02
C -0.07 -2.40 2.95 -1.21
N -0.75 -1.42 2.16 0.62
C -1.90 -0.93 2.54 -0.50
C -2.64 -0.13 1.62 0.04
F -2.08 0.08 0.38 -0.23
C -3.87 0.41 1.87 -0.04
F -4.48 1.12 0.90 -0.32
C -4.51 0.22 3.09 -0.71
C -3.83 -0.53 4.03 0.19
F -4.40 -0.72 5.24 -0.34
C -2.59 -1.08 3.79 0.53
F -2.00 -1.77 4.82 -0.36
H 2.72 -4.25 -1.85 0.49
H 1.54 -2.94 -1.72 -0.10
H 1.01 -4.63 -1.62 0.48
H 2.80 -3.16 0.37 0.28
H 2.39 -4.88 0.49 0.23
H -0.31 -4.94 1.94 0.44
H 0.19 -5.44 0.32 0.52
H -1.91 -3.31 0.93 0.04
H -2.23 -4.96 0.40 0.46
H -1.42 -3.84 -0.69 0.16
H 1.86 -2.18 2.07 0.32
H 1.58 -3.76 2.84 0.24
H 0.32 -1.98 3.89 0.55
H -0.76 -3.22 3.24 0.39
H -5.48 0.63 3.28 0.51
C 4.78 -1.41 -0.97 -1.98
P 3.39 -0.20 -1.01 1.24
C 3.69 0.36 -2.74 -0.34
N 4.92 0.62 -3.08 -0.03
C 5.17 1.00 -4.35 0.11
C 6.47 1.36 -4.75 -0.51
C 6.71 1.70 -6.05 -0.58
C 5.68 1.68 -7.00 -0.55
C 4.40 1.34 -6.64 -0.54
C 4.12 1.00 -5.31 0.16
N 2.86 0.66 -4.94 0.10
C 2.64 0.39 -3.68 -0.56
P 0.92 -0.07 -3.22 0.68
C 0.69 -1.35 -4.52 -1.89
C -0.04 1.40 -3.92 1.97
C 0.54 2.66 -3.28 -1.72
C -0.02 1.50 -5.44 -1.69
C -1.48 1.22 -3.43 -1.78
C 4.11 1.26 -0.05 1.70
C 5.59 1.54 -0.30 -1.77
C 3.28 2.48 -0.43 -1.63
C 3.91 0.92 1.43 -1.85
H 5.66 -0.98 -1.45 0.53
H 4.46 -2.30 -1.50 0.36
H 5.01 -1.68 0.06 0.38
H 7.25 1.37 -4.00 0.49
H 7.70 1.99 -6.36 0.40
H 5.90 1.95 -8.02 0.40
H 3.59 1.33 -7.36 0.49
H 1.13 -1.01 -5.47 0.40
H -0.37 -1.55 -4.64 0.43
H 1.19 -2.26 -4.19 0.37
H 1.55 2.85 -3.62 0.34
H 0.54 2.56 -2.19 0.11
H -0.08 3.53 -3.54 0.53
H 1.00 1.43 -5.83 0.16
H -0.44 2.46 -5.75 0.52
H -0.62 0.71 -5.89 0.34
H -1.52 1.25 -2.34 0.36
H -1.89 0.26 -3.77 0.32
H -2.11 2.02 -3.81 0.51
H 5.79 1.63 -1.37 0.21
H 6.22 0.75 0.11 0.36
H 5.87 2.48 0.18 0.51
H 3.40 2.71 -1.49 0.39
H 3.59 3.36 0.14 0.50
H 2.22 2.31 -0.24 0.03
H 4.42 0.00 1.69 0.34
H 2.85 0.81 1.66 0.40
H 4.31 1.71 2.06 0.43
C 2.95 3.99 4.44 -1.22
C 2.20 4.32 3.21 1.15
N 2.24 5.45 2.58 -0.87
N 1.38 5.34 1.54 0.30
C 0.78 4.12 1.51 -0.13
S -0.32 3.51 0.46 -0.37
N 1.32 3.47 2.60 0.61
N 1.06 2.14 2.91 -0.73
H 3.57 4.84 4.69 0.35
H 3.56 3.10 4.29 0.27
H 2.26 3.78 5.25 0.31
H 1.22 6.10 0.90 0.18
H 0.77 2.06 3.89 0.28
H 0.29 1.83 2.31 -0.03
```

---

3.
A molecular structure, C33H49N6OPPdS. Source: the Open Molecules 2025 dataset; level of theory: wB97M-V/def2-TZVPD.

Summary:
Relative energy (zero: lowest compared OMol25 entry of this formula, charge and spin) in kcal per mole: 0.0
2S+1: 3
⟨S²⟩: 2.005
Maximum force in hartree/bohr: 0.00536
Charge: +2
Electronic energy in eV: -69599.0786

Geometry as XYZ:
```
92
Properties=species:S:1:pos:R:3:mulliken_charge:R:1
Pd 0.12 0.35 0.47 -0.04
N 0.12 0.50 2.71 -0.37
C 0.61 -0.73 3.38 -0.53
C 2.06 -1.05 3.03 -0.79
C 2.30 -1.66 1.66 -0.48
N 2.07 -0.70 0.56 -0.17
H 0.68 1.29 3.03 0.26
H -0.83 0.70 3.02 0.27
H -0.05 -1.55 3.07 0.30
H 0.51 -0.63 4.46 0.43
H 2.42 -1.77 3.77 0.38
H 2.68 -0.16 3.17 0.29
H 1.63 -2.51 1.51 0.35
H 3.32 -2.05 1.62 0.41
H 2.18 -1.16 -0.35 0.06
H 2.79 0.02 0.59 0.21
S -7.10 -0.37 -1.77 0.20
N -5.98 -1.49 -1.49 -0.70
C -4.91 -0.86 -1.02 0.85
C -3.67 -1.49 -0.63 0.62
C -3.46 -2.87 -0.69 -0.77
C -2.24 -3.37 -0.31 -1.09
C -1.26 -2.49 0.13 -0.23
N -1.45 -1.18 0.19 0.20
C -2.63 -0.67 -0.19 0.25
C -2.80 0.79 -0.12 -0.54
N -1.75 1.52 0.28 0.36
C -1.86 2.84 0.36 -0.73
C -3.03 3.51 0.04 -1.02
C -4.12 2.79 -0.40 -0.60
C -4.01 1.40 -0.48 0.76
C -5.08 0.54 -0.94 0.56
N -6.27 0.95 -1.35 -0.68
H -4.25 -3.52 -1.04 0.58
H -2.03 -4.43 -0.33 0.51
H -0.28 -2.85 0.44 0.30
H -0.98 3.38 0.68 0.55
H -3.07 4.59 0.12 0.51
H -5.05 3.27 -0.67 0.60
O 0.46 0.18 -1.69 -0.53
P 0.46 1.27 -2.75 0.57
C 1.49 0.76 -4.17 0.61
C 2.76 0.04 -3.67 -0.63
C 2.58 -1.48 -3.58 -0.35
C 2.22 -2.10 -4.94 -0.98
C 1.72 -1.04 -5.93 -1.32
C 0.74 -0.10 -5.21 -0.52
C 1.02 2.89 -2.05 -0.07
C 1.80 3.82 -3.00 -1.50
C 3.30 3.54 -3.05 -0.37
C 3.92 3.56 -1.65 -1.33
C 3.22 2.57 -0.72 -0.52
C 1.72 2.84 -0.68 1.08
C -1.26 1.63 -3.23 1.00
C -2.14 0.38 -3.49 0.32
C -2.73 0.37 -4.90 -1.10
C -3.57 1.63 -5.17 -0.78
C -2.91 2.90 -4.60 -0.79
C -1.42 2.70 -4.33 -0.66
H 1.79 1.69 -4.65 0.86
H 3.09 0.43 -2.70 -0.40
H 3.58 0.26 -4.36 0.70
H 1.79 -1.70 -2.84 -0.18
H 3.50 -1.92 -3.19 0.63
H 1.43 -2.84 -4.81 0.36
H 3.07 -2.63 -5.37 0.34
H 1.22 -1.51 -6.77 0.48
H 2.54 -0.46 -6.35 0.40
H -0.03 -0.72 -4.73 0.12
H 0.24 0.55 -5.92 0.46
H 0.05 3.38 -1.88 0.58
H 1.65 4.84 -2.64 0.63
H 1.38 3.79 -4.01 0.44
H 3.78 4.29 -3.67 0.47
H 3.51 2.58 -3.52 0.04
H 3.84 4.56 -1.23 0.40
H 4.98 3.33 -1.70 0.48
H 3.63 2.65 0.28 0.53
H 3.40 1.54 -1.06 -0.05
H 1.56 3.81 -0.20 0.85
H 1.23 2.10 0.00 -1.34
H -1.63 2.10 -2.31 -0.57
H -2.98 0.41 -2.79 -0.85
H -1.60 -0.54 -3.28 0.51
H -3.34 -0.52 -5.04 0.62
H -1.93 0.30 -5.64 0.15
H -4.56 1.51 -4.74 0.26
H -3.71 1.73 -6.25 0.48
H -3.38 3.17 -3.65 0.24
H -3.06 3.74 -5.27 0.51
H -0.96 3.64 -4.02 0.42
H -0.91 2.39 -5.25 0.23
```

---

4.
A molecular structure, C33H50BN6O2S3Ti. Source: the Open Molecules 2025 dataset; level of theory: wB97M-V/def2-TZVPD.

Summary:
Relative energy (zero: lowest compared OMol25 entry of this formula, charge and spin) in kcal per mole: 1.1
2S+1: 3
⟨S²⟩: 2.244
Maximum force in hartree/bohr: 0.00944
Charge: -1
Electronic energy in eV: -104369.3548

Geometry as XYZ:
```
96
Properties=species:S:1:pos:R:3:mulliken_charge:R:1
Ti 1.70 -2.22 -0.87 -0.59
C -3.56 -2.69 -1.05 -1.51
C -2.56 -1.59 -1.21 1.30
C -2.78 -0.53 -2.09 -1.04
C -1.70 0.34 -2.35 0.27
N -0.59 0.32 -1.67 -0.40
N -0.43 -0.60 -0.68 0.84
B 0.82 -0.43 0.14 -0.21
N 1.49 0.91 -0.06 -0.02
N 0.72 2.04 0.13 0.19
C 1.31 3.20 -0.05 -0.02
C 2.67 3.33 -0.36 -0.67
C 3.46 2.16 -0.51 0.65
C 4.92 2.26 -0.82 -1.89
C 2.84 0.95 -0.36 0.35
S 3.62 -0.59 -0.51 -0.59
C 0.43 4.44 0.13 2.58
C 0.90 5.23 1.36 -1.76
C 0.54 5.34 -1.11 -1.59
C -1.04 4.05 0.32 -1.07
N 0.67 -0.74 1.67 0.67
N -0.18 0.11 2.26 -0.49
C -0.27 0.14 3.56 -0.46
C 0.53 -0.71 4.36 -0.46
C 1.36 -1.61 3.76 0.64
C 2.20 -2.56 4.56 -1.98
C 1.39 -1.66 2.34 0.97
S 2.27 -2.88 1.54 -0.51
C -1.21 1.20 4.12 2.79
C -1.61 0.90 5.56 -2.23
C -0.46 2.54 4.05 -1.31
C -2.47 1.28 3.25 -1.68
C -1.36 -1.63 -0.54 -0.52
S -0.74 -3.05 0.30 -0.43
C -1.77 1.35 -3.48 2.42
C -0.47 2.15 -3.56 -1.57
C -1.98 0.59 -4.79 -1.85
C -2.94 2.32 -3.24 -1.52
H -4.50 -2.42 -1.53 0.44
H -3.74 -2.91 0.00 0.31
H -3.20 -3.61 -1.51 0.17
H -3.72 -0.45 -2.63 0.37
H 3.12 4.31 -0.51 0.30
H 5.17 3.25 -1.20 0.36
H 5.21 1.51 -1.56 0.36
H 5.53 2.07 0.07 0.28
H 1.93 5.57 1.23 0.30
H 0.85 4.62 2.26 0.28
H 0.27 6.11 1.50 0.49
H 1.56 5.67 -1.27 0.30
H -0.09 6.23 -0.98 0.49
H 0.21 4.81 -2.00 0.19
H -1.17 3.46 1.23 -0.07
H -1.39 3.42 -0.50 -0.27
H -1.65 4.95 0.39 0.56
H 0.48 -0.66 5.44 0.30
H 2.08 -2.37 5.63 0.36
H 3.25 -2.46 4.28 0.35
H 1.91 -3.59 4.34 0.36
H -0.75 0.94 6.24 0.36
H -2.07 -0.08 5.65 0.44
H -2.33 1.65 5.90 0.45
H 0.43 2.52 4.69 0.41
H -1.10 3.36 4.37 0.42
H -0.13 2.72 3.02 -0.18
H -3.02 0.34 3.28 0.41
H -2.21 1.49 2.21 0.16
H -3.12 2.08 3.63 0.46
H 0.38 1.50 -3.73 0.18
H -0.28 2.67 -2.62 -0.10
H -0.54 2.88 -4.37 0.57
H -1.17 -0.13 -4.94 0.28
H -1.98 1.29 -5.64 0.47
H -2.93 0.05 -4.80 0.33
H -2.79 2.88 -2.31 0.19
H -3.89 1.79 -3.17 0.28
H -3.00 3.03 -4.06 0.47
C -1.19 -5.91 -1.24 -1.73
C 0.23 -5.33 -1.06 2.12
C 1.09 -5.79 -2.24 -1.84
C 0.83 -5.86 0.24 -1.75
C 0.23 -3.80 -1.10 -0.47
H -1.16 -7.00 -1.27 0.47
H -1.62 -5.55 -2.18 0.36
H -1.84 -5.60 -0.42 0.28
H 1.16 -6.88 -2.26 0.46
H 2.09 -5.37 -2.18 0.26
H 0.65 -5.46 -3.19 0.37
H 0.28 -5.50 1.11 0.33
H 0.80 -6.96 0.24 0.49
H 1.86 -5.54 0.35 0.24
H -0.31 -3.49 -2.00 0.67
O 1.40 -1.42 -2.78 -0.20
C 2.41 -2.03 -3.25 -0.03
O 3.07 -2.84 -2.57 -0.47
H 2.71 -1.82 -4.29 0.32
```